# 1
Density functional theory data (wB97M-V/def2-TZVPD) for a molecular structure, C24H26N4PdSi.

Atoms and positions in Å:
1 C -4.467 -1.367 -0.590
2 C -3.550 -0.903 -1.589
3 C -2.280 -1.533 -1.346
4 H -3.762 -0.171 -2.362
5 C -2.423 -2.374 -0.193
6 C -3.770 -2.273 0.267
7 H -4.174 -2.784 1.138
8 H -5.493 -1.039 -0.454
9 H -1.369 -1.399 -1.921
10 H -1.635 -2.986 0.236
11 Pd -2.849 -0.432 0.240
12 C 0.833 0.831 0.211
13 H 0.558 0.021 0.929
14 H 0.751 1.824 0.726
15 H -0.178 0.719 -0.318
16 Si 1.917 0.599 -1.458
17 C 2.719 2.264 -1.782
18 C 2.168 2.724 -3.003
19 H 1.518 2.036 -3.547
20 C 2.386 4.021 -3.487
21 H 1.884 4.347 -4.391
22 C 3.216 4.929 -2.819
23 H 3.387 5.939 -3.225
24 C 3.821 4.472 -1.647
25 H 4.432 5.182 -1.095
26 C 3.615 3.166 -1.159
27 H 4.130 2.881 -0.250
28 C 2.944 -0.871 -1.938
29 C 4.005 -0.760 -2.882
30 H 4.432 0.215 -3.102
31 C 4.495 -1.874 -3.580
32 H 5.281 -1.759 -4.324
33 C 4.017 -3.165 -3.312
34 H 4.427 -4.040 -3.844
35 C 3.033 -3.303 -2.321
36 H 2.698 -4.306 -2.070
37 C 2.514 -2.192 -1.639
38 H 1.752 -2.341 -0.879
39 H 1.745 0.439 2.083
40 H 1.202 0.390 2.588
41 N -3.883 0.871 4.222
42 C -4.784 1.684 3.561
43 C -4.617 1.503 2.221
44 N -3.603 0.573 2.050
45 C -3.173 0.186 3.271
46 C -2.158 -0.816 3.499
47 N -1.422 -1.411 2.541
48 C -0.639 -2.339 3.178
49 C -0.861 -2.286 4.530
50 N -1.825 -1.318 4.734
51 H -3.767 0.800 5.228
52 H -5.460 2.332 4.082
53 H -5.142 1.972 1.401
54 H 0.045 -2.981 2.635
55 H -0.420 -2.859 5.323
56 H -2.223 -1.040 5.633

total charge	+2
⟨S²⟩	6.046
E_tot	-42604.700	eV
frontier orbital gap (alpha / beta)	3.23 / 1.60	eV
2S+1	5
ΔE to the lowest compared entry with this formula, charge and spin	22.0	kcal/mol

Here are the natural (NBO) charges for atoms 1 to 4, given in e: C -0.270; C -0.252; C -0.284; H 0.279



# 2
Density functional theory data (wB97M-V/def2-TZVPD) for 2 unconnected molecules or ions with the total composition C24H26O5.

Atoms and positions in Å:
1 C 0.772 3.077 -2.746
2 C 0.003 1.791 -2.645
3 C -1.447 1.823 -2.673
4 C -2.163 0.536 -2.843
5 C -3.654 0.685 -3.158
6 C -4.215 1.815 -2.343
7 O -3.521 3.062 -2.630
8 C -2.177 3.092 -2.783
9 O -1.663 4.195 -3.018
10 O 0.620 0.712 -2.548
11 H 0.065 3.925 -2.809
12 H 1.443 3.192 -1.882
13 H 1.385 3.039 -3.659
14 H -1.678 -0.031 -3.651
15 H -2.086 -0.073 -1.928
16 H -3.803 0.846 -4.235
17 H -4.176 -0.236 -2.889
18 H -5.255 2.037 -2.591
19 H -4.126 1.586 -1.271
20 C -4.658 -0.264 4.717
21 O -4.233 0.963 4.082
22 C -3.095 0.974 3.344
23 C -2.757 2.193 2.703
24 C -1.662 2.267 1.875
25 C -0.817 1.138 1.647
26 C 0.346 1.208 0.813
27 C 1.374 0.266 0.887
28 C 2.492 0.174 0.060
29 C 3.345 -0.974 0.002
30 C 4.588 -0.946 -0.696
31 C 5.413 -2.045 -0.759
32 C 5.037 -3.261 -0.132
33 O 5.873 -4.319 -0.297
34 C 5.521 -5.596 0.283
35 C 3.824 -3.312 0.593
36 C 2.997 -2.199 0.632
37 C -1.171 -0.065 2.312
38 C -2.258 -0.155 3.162
39 H -5.595 0.014 5.200
40 H -4.834 -1.062 3.982
41 H -3.929 -0.599 5.468
42 H -3.394 3.054 2.896
43 H -1.411 3.210 1.391
44 H 0.450 2.076 0.161
45 H 1.327 -0.461 1.712
46 H 2.734 1.008 -0.597
47 H 4.890 -0.019 -1.183
48 H 6.359 -2.028 -1.295
49 H 6.345 -6.245 -0.013
50 H 5.461 -5.535 1.378
51 H 4.575 -5.976 -0.125
52 H 3.535 -4.232 1.103
53 H 2.048 -2.278 1.157
54 H -0.572 -0.961 2.149
55 H -2.472 -1.085 3.688

total charge	0
E_tot	-35543.339	eV
frontier orbital gap	3.25	eV
ΔE to the lowest compared entry with this formula, charge and spin	32.1	kcal/mol

Here are the natural (NBO) charges for atoms 1 to 4, given in e: C -0.739; C 0.513; C -0.423; C -0.403



# 3
Density functional theory data (wB97M-V/def2-TZVPD) for a molecular structure, C24H27AsN5O4Ti.

Atoms and positions in Å:
1 Ti 0.445 0.883 0.723
2 O -3.067 1.958 2.447
3 C -2.104 1.714 1.734
4 N -1.149 0.768 1.869
5 C -0.966 0.005 3.037
6 C -1.799 -0.015 4.152
7 C -1.456 -0.780 5.259
8 C -0.288 -1.522 5.266
9 C 0.553 -1.521 4.162
10 C 0.225 -0.764 3.041
11 N 1.006 -0.607 1.883
12 C 2.180 -1.231 1.669
13 O 2.701 -2.154 2.282
14 C 2.869 -0.657 0.457
15 C 4.045 -1.211 -0.021
16 C 4.649 -0.658 -1.134
17 C 4.058 0.456 -1.724
18 C 2.888 0.952 -1.191
19 N 2.280 0.400 -0.131
20 C -1.901 2.484 0.456
21 C -2.775 3.478 0.055
22 C -2.556 4.122 -1.149
23 C -1.463 3.742 -1.920
24 C -0.629 2.752 -1.447
25 N -0.832 2.130 -0.278
26 H -2.695 0.582 4.154
27 H -2.116 -0.797 6.117
28 H -0.021 -2.109 6.136
29 H 1.465 -2.095 4.165
30 H 4.447 -2.070 0.499
31 H 5.565 -1.071 -1.533
32 H 4.506 0.938 -2.581
33 H 2.423 1.840 -1.600
34 H -3.605 3.720 0.704
35 H -3.218 4.908 -1.488
36 H -1.254 4.216 -2.868
37 H 0.240 2.436 -2.012
38 O 1.759 3.492 0.443
39 N 1.292 2.495 0.958
40 O 1.241 2.266 2.189
41 C 0.684 -0.246 -3.753
42 C -0.622 -0.541 -3.018
43 As -0.388 -0.841 -1.066
44 C 0.667 -2.510 -1.110
45 C 0.183 -3.600 -2.060
46 C -2.180 -1.589 -0.732
47 C -3.281 -0.529 -0.764
48 H 0.526 -0.247 -4.833
49 H 1.448 -0.992 -3.525
50 H 1.079 0.732 -3.477
51 H -1.102 -1.430 -3.425
52 H -1.317 0.293 -3.133
53 H 0.686 -2.874 -0.081
54 H 1.692 -2.229 -1.360
55 H -0.840 -3.900 -1.836
56 H 0.817 -4.482 -1.963
57 H 0.228 -3.271 -3.099
58 H -2.147 -2.068 0.249
59 H -2.380 -2.355 -1.482
60 H -3.187 0.152 0.078
61 H -4.263 -0.998 -0.702
62 H -3.248 0.052 -1.688

total charge	0
⟨S²⟩	0.759
E_tot	-124921.408	eV
frontier orbital gap (alpha / beta)	6.56 / 6.60	eV
2S+1	2
ΔE to the lowest compared entry with this formula, charge and spin	37.4	kcal/mol

Here are the natural (NBO) charges for atoms 1 to 4, given in e: Ti 1.175; O -0.619; C 0.626; N -0.691



# 4
Density functional theory data (wB97M-V/def2-TZVPD) for a molecular structure, C24H27BCrN5O7S.

Atoms and positions in Å:
1 Cr -0.249 -0.607 0.871
2 O -1.181 -2.204 -0.086
3 C -1.376 -3.556 0.384
4 C -1.711 -3.589 1.859
5 N -0.661 -3.101 2.700
6 C 0.651 -3.657 2.561
7 C 1.628 -2.846 1.699
8 O 2.673 -3.347 1.334
9 O 1.294 -1.606 1.465
10 C -0.984 -2.329 3.878
11 C -1.010 -0.825 3.601
12 O -1.556 -0.526 2.458
13 O -0.551 -0.018 4.395
14 H -0.725 -2.218 -0.950
15 H -0.469 -4.125 0.166
16 H -2.202 -3.994 -0.182
17 H -1.991 -4.638 2.075
18 H -2.597 -2.974 2.023
19 H 0.618 -4.676 2.160
20 H 1.128 -3.749 3.542
21 H -0.260 -2.533 4.668
22 H -1.969 -2.617 4.265
23 S -1.694 6.691 1.562
24 N -0.438 5.821 2.080
25 C -0.642 4.579 1.673
26 C 0.223 3.443 1.951
27 C 1.387 3.506 2.721
28 C 2.122 2.361 2.910
29 C 1.696 1.167 2.325
30 N 0.598 1.112 1.589
31 C -0.142 2.218 1.411
32 C -1.362 2.060 0.612
33 N -1.628 0.823 0.163
34 C -2.716 0.615 -0.559
35 C -3.599 1.645 -0.883
36 C -3.334 2.919 -0.434
37 C -2.192 3.141 0.336
38 C -1.813 4.433 0.884
39 N -2.473 5.566 0.706
40 H 1.684 4.450 3.159
41 H 3.021 2.364 3.509
42 H 2.229 0.233 2.434
43 H -2.881 -0.406 -0.879
44 H -4.476 1.428 -1.476
45 H -3.993 3.748 -0.658
46 C 2.424 -1.897 -3.020
47 C 1.237 -0.963 -3.187
48 C 0.503 -1.246 -4.483
49 O 0.334 -1.228 -2.078
50 B 0.627 -0.328 -1.047
51 O 1.461 0.669 -1.512
52 C 1.589 0.533 -2.950
53 C 3.002 0.917 -3.343
54 C 0.580 1.490 -3.568
55 H 2.069 -2.928 -3.042
56 H 2.923 -1.735 -2.064
57 H 3.151 -1.770 -3.823
58 H 0.293 -2.314 -4.557
59 H 1.111 -0.964 -5.345
60 H -0.440 -0.707 -4.535
61 H 3.736 0.345 -2.780
62 H 3.164 1.975 -3.139
63 H 3.170 0.749 -4.409
64 H -0.439 1.232 -3.271
65 H 0.631 1.492 -4.658
66 H 0.793 2.498 -3.213

total charge	0
⟨S²⟩	3.796
E_tot	-87048.191	eV
frontier orbital gap (alpha / beta)	6.60 / 6.76	eV
2S+1	4

Here are the natural (NBO) charges for atoms 1 to 4, given in e: Cr 1.538; O -0.762; C -0.070; C -0.222